DFT (ωB97M-V/def2-TZVPD) results for a molecular structure, C21H16F3N6O3OsS3.

Geometry as XYZ:
```
53
Properties=species:S:1:pos:R:3:forces:R:3
Os -0.573561 0.863923 -0.957580 -0.525 0.485 0.100
N 0.476111 -4.113944 3.745104 0.043 0.039 -0.003
C 1.006462 -2.957656 3.162210 0.013 -0.045 0.030
C 1.392047 -2.964666 1.820187 0.017 0.012 0.010
C 1.827820 -1.801583 1.214059 0.001 -0.053 0.010
C 1.894985 -0.622893 1.944381 0.085 0.009 -0.060
C 1.538840 -0.604912 3.283704 -0.032 -0.006 0.031
C 1.092846 -1.769218 3.888137 -0.004 0.008 0.006
S 2.316941 0.873497 1.110053 -0.192 -0.257 0.176
O 2.926699 1.774853 2.037931 0.014 0.035 0.025
O 3.020176 0.495519 -0.086939 0.014 0.029 0.018
N 0.866564 1.421760 0.627714 0.109 0.058 -0.315
C -0.054264 2.023695 1.423775 0.712 -0.330 -0.038
N 0.044105 2.291822 2.720307 -0.197 0.147 0.070
C -1.026631 2.880670 3.244005 0.102 -0.027 0.066
C -2.186288 3.161996 2.534784 -0.098 0.003 -0.121
C -2.213329 2.778835 1.204213 -0.062 0.072 0.091
N -1.140731 2.234644 0.656888 0.008 0.065 -0.284
H 0.806103 -4.974299 3.334718 -0.009 0.014 0.003
H 0.539567 -4.141116 4.751482 -0.006 0.005 -0.017
H 1.336522 -3.885310 1.250364 -0.002 -0.004 0.001
H 2.121198 -1.799571 0.172634 0.005 0.011 -0.011
H 1.603247 0.321979 3.838279 0.001 -0.010 -0.008
H 0.809636 -1.758824 4.934499 -0.002 -0.007 -0.003
H -0.962682 3.129606 4.298114 0.017 -0.007 0.001
H -3.031361 3.639478 3.005862 -0.016 -0.007 -0.020
H -3.082018 2.901279 0.568756 0.010 0.025 -0.003
F -1.118410 4.643268 -4.812587 -0.014 0.011 0.017
C -0.607739 3.558658 -5.418927 0.035 -0.013 -0.015
F -1.646740 2.810727 -5.825442 -0.014 -0.012 -0.004
F 0.026760 3.985414 -6.525020 0.016 0.009 -0.011
C 0.311917 2.793854 -4.513616 -0.060 0.120 -0.139
C 1.629972 2.551889 -4.848405 -0.077 0.051 -0.074
C 2.443473 1.821732 -3.991939 0.023 -0.090 0.176
C 1.913290 1.342860 -2.808952 0.068 0.157 -0.202
N 0.643510 1.600628 -2.486265 0.071 -0.083 0.363
C -0.161698 2.308903 -3.296348 -0.079 -0.042 0.257
S -1.686844 2.347484 -2.494825 -0.190 -0.204 -0.059
H 2.020060 2.932192 -5.782492 -0.011 0.002 -0.001
H 3.477240 1.627896 -4.235356 0.000 -0.009 0.005
H 2.480569 0.778408 -2.086015 0.047 -0.038 0.023
O -1.236690 -0.385307 0.555535 -0.038 0.057 -0.054
N -1.492203 -1.661272 0.225468 -0.037 -0.019 0.228
C -1.690752 -2.506701 1.259778 -0.015 0.053 0.046
C -1.988494 -3.821254 1.039920 -0.010 0.052 0.008
C -2.077524 -4.269476 -0.281247 -0.003 -0.004 -0.027
C -1.854260 -3.392014 -1.311217 -0.008 -0.048 -0.049
C -1.540706 -2.047986 -1.058651 -0.098 -0.034 -0.228
S -1.265943 -0.887089 -2.304597 0.398 -0.170 -0.039
H -1.575933 -2.042489 2.227810 -0.024 -0.034 0.007
H -2.132530 -4.478917 1.883442 0.005 0.014 0.011
H -2.314694 -5.303012 -0.494243 0.006 -0.002 0.004
H -1.904661 -3.707956 -2.343431 0.002 0.017 -0.001
```
Positions in Å, forces in eV/Å.

Values from the calculation:
multiplicity	2
expectation value of S²	0.756
charge	0
energy relative to the best compared isomer or geometry (same formula, charge and spin)	79.2	kJ/mol

DFT (ωB97M-V/def2-TZVPD) results for a molecular structure, C21H16I2N4OTc.

Geometry as XYZ:
```
45
Properties=species:S:1:pos:R:3:forces:R:3
Tc -3.869607 -3.697015 0.050525 -0.768 -0.796 -0.011
C 6.334089 5.550570 -0.063756 1.341 -0.300 -0.015
O 4.891353 5.577267 -0.048743 -0.844 -0.291 0.009
C 4.133965 4.561877 -0.041691 0.304 0.471 -0.001
C 2.715332 4.840690 -0.026975 -0.700 -0.225 0.006
C 1.826633 3.822213 -0.020150 0.115 1.016 -0.003
C 2.280839 2.462715 -0.025631 -1.098 -1.327 0.010
C 3.696541 2.187786 -0.039375 0.796 0.308 -0.005
C 4.599822 3.192473 -0.047371 -0.032 -0.787 0.000
C 1.314824 1.436217 -0.016794 1.524 1.061 -0.015
N -0.014081 1.657348 -0.010239 -0.818 -0.315 0.009
C -0.593487 0.475540 -0.003463 0.533 0.373 -0.003
C 0.403132 -0.571713 -0.004586 0.407 0.445 -0.003
N 1.579539 0.062177 -0.013742 -0.459 -0.408 0.004
C 0.063620 -1.958836 0.005274 -0.224 -0.420 0.000
C 0.973875 -3.029812 0.008975 -0.088 0.058 0.001
C 0.486498 -4.316907 0.020877 0.057 -0.017 -0.004
C -0.888156 -4.520091 0.028065 0.047 0.097 -0.008
N -1.781852 -3.518175 0.025260 0.807 0.034 0.005
C -1.315883 -2.247384 0.013885 0.285 -0.065 0.004
C -2.330605 -1.200759 0.014089 -0.129 0.347 0.004
N -3.617233 -1.627605 0.025033 -0.065 0.790 0.008
C -4.586357 -0.700048 0.028225 0.085 -0.030 -0.008
C -4.331881 0.665622 0.021825 0.050 0.107 -0.006
C -3.025805 1.107732 0.010119 0.075 -0.053 0.000
C -1.997828 0.156570 0.006365 -0.410 -0.328 0.000
H 6.665120 6.581941 -0.065967 -0.212 0.076 0.002
H 6.706253 5.040913 -0.954540 -0.277 0.088 -0.087
H 6.724888 5.038652 0.817700 -0.275 0.088 0.094
H 2.406118 5.879123 -0.021849 0.012 -0.011 -0.001
H 0.763132 4.016844 -0.009684 0.025 0.009 0.000
H 4.066055 1.171375 -0.044408 -0.004 -0.012 0.000
H 5.658915 2.970834 -0.057926 0.003 0.073 -0.001
H 2.494470 -0.366262 -0.014865 0.008 -0.051 -0.001
H 2.043786 -2.862349 0.002958 0.003 -0.004 0.000
H 1.152017 -5.169217 0.024187 -0.009 -0.008 0.000
H -1.284215 -5.525071 0.035261 -0.019 -0.016 0.005
H -5.604500 -1.060654 0.034890 -0.013 -0.011 0.005
H -5.157894 1.363656 0.025389 -0.017 -0.020 0.000
H -2.784638 2.163287 0.003835 -0.046 0.003 0.002
I -6.614481 -3.985614 0.064101 0.172 -0.259 -0.002
C -6.359909 -6.116691 0.065749 0.040 0.065 0.017
I -4.238302 -6.433148 0.060736 -0.255 0.164 -0.001
H -6.796325 -6.541041 -0.832953 0.039 0.043 -0.041
H -6.787762 -6.535050 0.971369 0.033 0.037 0.034
```
Positions in Å, forces in eV/Å.

Values from the calculation:
multiplicity	4
expectation value of S²	3.768
charge	+4

DFT (ωB97M-V/def2-TZVPD) results for a molecular structure, C21H16N3NaO11S.

Geometry as XYZ:
```
53
Properties=species:S:1:pos:R:3:forces:R:3
Na 0.768218 1.738689 1.613436 -0.097 -0.008 0.105
O -1.026463 -2.449984 3.208394 0.062 0.010 0.108
C -1.301255 -1.204158 2.799400 -0.133 -0.037 -0.244
O -1.763614 -0.934669 1.726163 0.100 0.008 0.083
C -1.072870 -0.195040 3.889771 -0.040 0.114 0.094
C -1.063175 -0.560179 5.232034 0.024 -0.058 -0.036
C -0.935807 0.435233 6.182703 -0.006 0.015 0.047
C -0.820299 1.754518 5.769788 0.004 -0.007 0.003
C -0.829614 2.013111 4.406008 0.064 -0.069 0.018
N -0.951286 1.061000 3.490002 -0.034 -0.109 0.009
C -0.640539 3.377437 3.788234 -0.037 -0.202 -0.096
O -0.778325 4.453962 4.567535 -0.030 0.015 -0.066
O -0.367690 3.485257 2.622401 0.129 0.445 0.207
H -1.188546 -3.042864 2.460987 -0.024 0.007 -0.053
H -1.148769 -1.601814 5.507669 0.007 0.046 0.000
H -0.919722 0.188347 7.236012 0.005 0.012 -0.015
H -0.693120 2.536529 6.508318 0.005 0.002 -0.014
H -1.075677 4.208361 5.451231 -0.015 -0.004 0.015
O 2.747043 0.714973 1.078334 0.126 -0.151 -0.129
C 2.025218 -0.305039 1.146978 0.043 0.136 -0.214
O 1.234617 -0.579737 2.076941 -0.137 -0.187 -0.056
C 1.983231 -1.180372 -0.108536 -0.038 0.079 0.247
C 0.779636 -1.767050 -0.477627 0.089 0.026 -0.100
C 0.706232 -2.434957 -1.688710 -0.090 0.045 0.006
C 1.780743 -2.574198 -2.542215 0.058 0.125 0.163
C 2.960717 -1.977533 -2.134934 -0.037 -0.039 -0.049
C 3.082397 -1.272187 -0.950183 -0.006 -0.023 -0.035
N 4.121071 -2.057295 -3.039843 0.170 -0.039 -0.199
O 3.923757 -2.453601 -4.175211 -0.020 0.041 0.180
O 5.202971 -1.717086 -2.607025 -0.134 -0.010 0.013
N -0.594552 -2.972642 -2.128458 -0.139 -0.176 0.034
O -0.603936 -3.718202 -3.089612 0.015 0.132 0.059
O -1.581757 -2.642450 -1.499973 0.113 -0.015 -0.051
H -0.094165 -1.654286 0.148599 -0.026 -0.016 0.024
H 1.690405 -3.094134 -3.480725 0.037 -0.007 -0.050
H 4.007618 -0.776432 -0.694565 -0.007 0.003 0.004
C -1.918647 3.131794 -1.550836 -0.086 0.016 -0.001
S -1.454487 1.464815 -1.049391 -0.163 -0.085 -0.257
O -0.130643 1.625425 -0.384246 0.235 0.120 0.187
C -1.072946 0.772388 -2.656378 -0.162 -0.022 -0.027
C -2.090939 0.176016 -3.387430 -0.067 -0.044 0.007
C -1.789230 -0.431312 -4.597282 0.010 0.006 -0.019
C -0.478291 -0.443786 -5.058163 -0.030 -0.010 -0.007
C 0.531660 0.149816 -4.312576 0.047 -0.044 -0.046
C 0.239949 0.754783 -3.098714 0.043 0.120 0.103
H -1.119002 3.592106 -2.130128 0.043 -0.092 0.042
H -2.081364 3.677225 -0.619011 0.011 -0.008 -0.092
H -2.844568 3.102332 -2.128285 0.060 -0.066 0.035
H -3.106796 0.156151 -3.004692 0.075 0.003 0.003
H -2.571096 -0.912997 -5.171074 0.024 0.016 0.033
H -0.243713 -0.934060 -5.995066 0.010 0.023 0.034
H 1.553685 0.122315 -4.671191 -0.020 0.007 0.025
H 1.013748 1.195468 -2.478872 -0.027 -0.044 -0.033
```
Positions in Å, forces in eV/Å.

Values from the calculation:
charge	0
energy relative to the best compared isomer or geometry (same formula, charge and spin)	0.0	kJ/mol

| no. | E (eV) |
| --- | --- |
| 1 | -80245.8620 |
| 2 | -48403.4438 |
| 3 | -64278.4937 |